104
Properties=species:S:1:pos:R:3 method="wB97M-V/def2-TZVPD" total_charge=+1
C -0.836 1.302 -1.692
C -0.166 1.703 -0.381
C 0.877 0.701 0.155
O 0.698 -0.627 -0.362
C -0.370 -1.278 0.253
P -0.823 -2.605 -0.892
N -0.421 -4.080 -0.225
C 0.094 -2.538 -2.452
O -0.595 -3.410 -3.297
C -1.219 -2.814 -4.438
C -2.051 -1.597 -4.134
O -2.913 -1.856 -3.051
C -3.684 -0.724 -2.651
C -5.111 -1.149 -2.399
O -5.160 -2.122 -1.373
C -5.778 -1.677 -0.177
C -7.289 -1.543 -0.305
H -1.696 1.944 -1.872
H -1.209 0.276 -1.680
H -0.156 1.427 -2.532
H 0.363 2.637 -0.561
H -0.903 1.925 0.389
H 0.787 0.651 1.242
H 1.888 1.018 -0.066
H -0.108 -1.720 1.224
H -1.235 -0.627 0.414
H -2.190 -2.570 -1.164
H -0.617 -4.810 -0.906
H -0.932 -4.270 0.630
H 0.207 -1.514 -2.806
H 1.090 -2.926 -2.230
H -0.487 -2.570 -5.209
H -1.861 -3.596 -4.838
H -1.405 -0.735 -3.926
H -2.618 -1.363 -5.036
H -3.669 0.035 -3.436
H -3.261 -0.311 -1.730
H -5.695 -0.264 -2.135
H -5.535 -1.571 -3.311
H -5.549 -2.431 0.573
H -5.330 -0.732 0.150
H -7.657 -2.346 -0.941
H -7.590 -0.600 -0.758
H -7.761 -1.613 0.672
C 4.050 -1.560 3.671
C 4.523 -0.655 4.814
C 4.459 0.794 4.309
S 3.152 0.829 3.077
O 3.728 1.124 1.788
O 2.030 1.595 3.561
C 2.770 -0.920 3.142
H 3.872 -2.578 4.014
H 4.802 -1.597 2.880
H 3.863 -0.784 5.671
H 5.528 -0.914 5.140
H 4.208 1.509 5.088
H 5.377 1.098 3.809
H 2.487 -1.251 2.144
H 1.942 -1.046 3.839
C 6.513 -0.373 10.040
C 5.939 0.915 9.433
C 4.961 0.500 8.326
S 4.325 -1.117 8.804
O 4.763 -2.087 7.829
O 2.932 -1.010 9.147
C 5.317 -1.288 10.282
H 7.055 -0.177 10.964
H 7.205 -0.843 9.339
H 5.407 1.476 10.203
H 6.722 1.561 9.039
H 4.119 1.181 8.225
H 5.462 0.379 7.367
H 5.575 -2.336 10.411
H 4.710 -0.944 11.119
C -3.474 -3.756 -9.148
C -2.536 -3.163 -10.208
C -2.369 -1.671 -9.890
S -2.588 -1.516 -8.114
O -3.773 -0.741 -7.846
O -1.336 -1.175 -7.478
C -2.960 -3.242 -7.806
H -3.484 -4.844 -9.178
H -4.495 -3.406 -9.312
H -1.566 -3.661 -10.160
H -2.926 -3.302 -11.214
H -1.386 -1.287 -10.147
H -3.140 -1.063 -10.359
H -3.687 -3.306 -6.999
H -2.029 -3.732 -7.522
C 1.253 6.562 0.989
C 0.639 7.827 0.373
C -0.359 7.375 -0.701
S -0.953 5.762 -0.177
O -0.525 4.773 -1.139
O -2.338 5.838 0.207
C 0.082 5.628 1.279
H 1.815 6.783 1.895
H 1.936 6.092 0.278
H 0.117 8.393 1.146
H 1.399 8.479 -0.053
H -1.215 8.038 -0.796
H 0.115 7.242 -1.672
H 0.365 4.587 1.419
H -0.508 5.973 2.127


Molecular formula: C13H13N
Method: DFT, ωB97M-V/def2-TZVPD

```
27
C13H13N | the Open Molecules 2025 dataset | ωB97M-V/def2-TZVPD
C -3.871 -0.241 0.080
C -3.146 -1.518 -0.006
C -1.702 -1.431 -0.061
C -0.968 -0.249 -0.095
C 0.453 -0.243 -0.050
C 1.234 0.875 0.004
C 0.509 2.090 -0.224
C -0.851 2.136 0.064
C -1.643 0.966 0.119
C -3.163 0.990 0.127
C 2.649 0.901 -0.089
C 3.136 -0.400 0.455
N 2.542 -1.454 -0.288
C 1.097 -1.560 0.111
H -4.911 -0.397 -0.223
H -3.776 -2.433 -0.169
H -1.114 -2.446 -0.150
H 1.126 2.981 -0.256
H -1.191 3.096 0.027
H -3.664 2.012 0.152
H 3.163 1.775 0.366
H 3.125 0.907 -1.199
H 4.310 -0.427 0.528
H 2.730 -0.467 1.496
H 2.513 -1.151 -1.236
H 0.948 -2.082 1.049
H 0.465 -2.231 -0.534
```


Molecular formula: C20H33B2HgN3O19
Method: DFT, ωB97M-V/def2-TZVPD

```
78
C20H33B2HgN3O19 | the Open Molecules 2025 dataset | ωB97M-V/def2-TZVPD
Hg -0.104 -0.838 -0.191
O -5.384 3.110 4.251
C -5.095 2.664 3.169
O -5.110 1.353 2.846
B -4.711 1.247 1.429
O -4.561 2.606 0.895
C -4.778 3.471 1.875
O -4.772 4.715 1.884
O -5.600 0.414 0.601
C -4.923 -0.492 -0.065
O -5.281 -1.277 -0.926
C -3.440 -0.338 0.382
O -3.344 0.694 1.201
O -2.495 -1.029 -0.057
O 4.547 6.438 0.253
C 4.216 5.382 0.826
O 4.115 4.163 0.284
B 3.637 3.177 1.299
O 3.459 3.961 2.569
C 3.765 5.253 2.304
O 3.722 6.199 3.100
O 4.693 2.143 1.465
C 4.208 0.939 1.221
O 4.811 -0.138 1.283
C 2.727 1.162 0.795
O 2.458 2.420 0.901
O 1.994 0.263 0.396
C 0.386 -1.826 4.069
C 0.525 -1.842 2.562
C -0.032 -3.231 1.906
O -0.499 -3.026 0.592
C -1.403 -4.044 0.265
N -0.214 -0.682 2.126
H -0.582 -2.030 4.527
H 0.775 -0.901 4.497
H 1.085 -2.546 4.495
H 1.534 -1.749 2.161
H -0.858 -3.519 2.556
H 0.622 -4.103 1.885
H -2.256 -3.989 0.941
H -0.972 -5.044 0.207
H -1.925 -3.767 -0.650
H 0.245 0.118 2.537
H -1.014 -0.588 2.735
C -1.945 2.880 -1.855
C -1.038 1.655 -1.543
C 0.322 1.734 -2.211
O 1.149 0.599 -2.146
C 2.501 0.732 -2.688
N -0.843 1.511 -0.064
H -1.914 3.182 -2.902
H -1.486 3.706 -1.312
H -2.995 2.764 -1.589
H -1.586 0.770 -1.865
H 0.861 2.664 -2.033
H 0.146 1.783 -3.285
H 2.417 0.494 -3.748
H 3.162 -0.019 -2.255
H 2.908 1.723 -2.485
H -0.285 2.278 0.285
H -1.711 1.555 0.450
C -0.185 -3.077 -4.222
C 0.043 -2.916 -2.772
C 1.520 -2.736 -2.318
O 1.579 -2.362 -0.903
C 2.864 -2.542 -0.330
N -0.656 -1.682 -2.347
H 0.094 -4.082 -4.537
H 0.445 -2.380 -4.775
H -1.226 -2.862 -4.465
H -0.259 -3.801 -2.212
H 2.138 -2.006 -2.842
H 1.953 -3.736 -2.337
H 2.895 -2.570 0.759
H 3.520 -1.731 -0.645
H 3.383 -3.476 -0.546
H -0.361 -0.993 -3.025
H -1.585 -1.952 -2.638
```


Molecular formula: C4H6O2
Method: DFT, ωB97M-V/def2-TZVPD

```
12
C4H6O2 | the Open Molecules 2025 dataset | ωB97M-V/def2-TZVPD
C -1.685 -0.280 0.517
C -0.168 -0.242 0.446
C 0.475 0.392 -0.756
O -0.072 0.855 -1.730
C 2.014 0.391 -0.675
O 2.593 0.109 0.344
H -2.110 0.718 0.662
H -2.136 -0.714 -0.380
H -1.977 -0.894 1.374
H 0.256 -1.255 0.482
H 0.261 0.258 1.322
H 2.549 0.662 -1.605
```


So what do the calculations give for max |F|? Going down the list: 0.7; 5.1; 4.3; 0.6 eV Å⁻¹.
So what do the calculations give for gap between HOMO and LUMO? Going down the list: 9.8; 8.3; 9.1; 9.4 eV.